(1)
158
Properties=species:S:1:pos:R:3 method="wB97M-V/def2-TZVPD" charge=-1 e_tot_ev=-297908.0854 spin_multiplicity=1 homo_energy_ev=-4.205 gap_ev=3.38
C 3.1817 -7.8939 4.4852
C 3.2275 -7.1118 3.0959
C 1.8556 -6.3104 2.9364
C 1.0693 -6.6361 1.5578
O -0.0475 -7.4513 1.9254
B -0.6217 -8.1674 0.7447
C -0.9590 -7.0499 -0.4193
C 0.0672 -7.0040 -1.6432
C -0.0574 -5.5228 -2.2922
S 1.5395 -4.8696 -2.9531
C 2.3058 -3.8061 -1.6468
S 1.4543 -3.3077 -0.2764
N 3.7117 -3.4442 -1.8492
C 4.0225 -2.0758 -1.3602
C 3.1267 -0.9144 -2.0442
C 4.5532 -4.3697 -1.0054
C 4.4476 -5.8987 -1.4235
P -2.3631 -8.8164 1.4075
S -2.3429 -8.7724 3.3939
C 0.2899 -9.4342 0.2464
Br 2.0145 -9.9763 1.1113
C -0.0800 -10.2863 -0.8255
C 0.8639 -11.5062 -1.2689
Br -1.7443 -10.0797 -1.8526
H 3.9717 -8.6974 4.6034
H 2.1589 -8.3394 4.7218
H 3.3755 -7.1402 5.3275
H 4.0482 -6.3180 3.2057
H 3.5171 -7.7443 2.2076
H 1.1204 -6.5361 3.7827
H 2.0915 -5.1911 2.9748
H 0.7721 -5.6027 1.1515
H 1.7650 -7.0929 0.7861
H -1.1560 -6.0178 0.0371
H -1.9707 -7.3548 -0.8743
H 1.1371 -7.2618 -1.3678
H -0.2087 -7.7095 -2.4980
H -0.4661 -4.7735 -1.5512
H -0.8041 -5.5565 -3.1577
H 4.0293 -2.0078 -0.2199
H 5.0994 -1.8545 -1.6762
H 3.7458 -0.1282 -2.5789
H 2.5771 -0.4146 -1.1756
H 2.3342 -1.3152 -2.7485
H 4.2915 -4.2167 0.0951
H 5.6343 -4.0558 -1.2070
H 3.3995 -6.3190 -1.4280
H 5.0266 -6.5035 -0.6419
H 4.9596 -6.0943 -2.4141
H -2.4078 -10.2166 1.0691
H -3.4639 -8.0746 0.8739
H 1.8917 -11.1498 -1.5995
H 0.8965 -12.3147 -0.4790
H 0.4008 -11.9895 -2.1989
O -0.3034 -0.8252 5.7543
P -1.2813 -0.9207 4.5819
O -0.2440 -1.5577 3.4673
C 0.0826 -2.9426 3.5566
C -1.0255 -3.8024 2.9735
O -1.1620 0.6739 4.1240
C -0.9150 1.6864 5.0954
C 0.5469 2.0875 5.0783
O -2.5252 -1.0645 3.4208
C -3.8222 -0.5718 3.7802
C -4.0258 0.8486 3.2807
H 0.2854 -3.2177 4.5967
H 1.0020 -3.0968 2.9890
H -1.9296 -3.7385 3.5862
H -0.7178 -4.8487 2.9236
H -1.2919 -3.4603 1.9704
H -1.2353 1.3669 6.0895
H -1.5256 2.5555 4.8300
H 1.2069 1.2287 5.2196
H 0.7571 2.8177 5.8631
H 0.8090 2.5266 4.1127
H -3.9740 -0.6384 4.8613
H -4.5529 -1.2273 3.2996
H -3.5754 1.5687 3.9667
H -5.0899 1.0910 3.2221
H -3.5662 0.9980 2.3020
O -0.1198 5.2393 2.4350
P -1.1562 5.1354 1.3149
O -0.1088 4.5141 0.1982
C 0.2404 3.1357 0.2915
C -0.8506 2.2516 -0.2859
O -1.0424 6.7247 0.8390
C -0.7966 7.7457 1.8016
C 0.6646 8.1512 1.7817
O -2.3519 4.9577 0.1098
C -3.6723 5.4278 0.4167
C -3.8863 6.8392 -0.1014
H 0.4488 2.8685 1.3324
H 1.1619 2.9968 -0.2761
H -1.7550 2.3002 0.3271
H -0.5219 1.2118 -0.3306
H -1.1245 2.5833 -1.2901
H -1.1144 7.4330 2.7986
H -1.4104 8.6101 1.5298
H 1.3249 7.2938 1.9297
H 0.8728 8.8875 2.5614
H 0.9261 8.5838 0.8132
H -3.8625 5.3663 1.4921
H -4.3713 4.7538 -0.0851
H -3.4765 7.5727 0.5954
H -4.9523 7.0587 -0.2005
H -3.3947 6.9932 -1.0634
O -8.7544 6.9828 0.4585
P -9.7617 6.8147 -0.6800
O -8.7115 6.1908 -1.7941
C -8.3357 4.8234 -1.6793
C -9.4148 3.9088 -2.2319
O -9.6901 8.3969 -1.1839
C -9.4619 9.4412 -0.2408
C -8.0111 9.8816 -0.2794
O -10.9913 6.6182 -1.8474
C -12.3043 7.0861 -1.5070
C -12.5391 8.4909 -2.0346
H -8.1134 4.5791 -0.6354
H -7.4165 4.6916 -2.2523
H -10.3150 3.9514 -1.6125
H -9.0670 2.8747 -2.2612
H -9.7030 4.2174 -3.2392
H -9.7645 9.1388 0.7639
H -10.0985 10.2853 -0.5230
H -7.3289 9.0433 -0.1215
H -7.8152 10.6364 0.4853
H -7.7675 10.3030 -1.2574
H -12.4628 7.0360 -0.4260
H -13.0148 6.4037 -1.9804
H -12.1123 9.2345 -1.3593
H -13.6080 8.7053 -2.1055
H -12.0759 8.6337 -3.0122
O 8.4814 -0.2290 -2.2578
P 9.3521 0.8121 -2.9623
O 8.4086 2.1366 -2.6632
C 8.4375 2.7082 -1.3613
C 9.6663 3.5804 -1.1716
O 8.8110 0.4841 -4.4986
C 8.4079 -0.8380 -4.8504
C 6.8965 -0.9544 -4.8253
O 10.4909 1.8598 -3.6844
C 11.6561 1.2624 -4.2698
C 11.4673 1.0399 -5.7604
H 8.3963 1.9205 -0.6020
H 7.5378 3.3162 -1.2553
H 10.5771 2.9751 -1.1760
H 9.6159 4.1177 -0.2227
H 9.7563 4.3022 -1.9865
H 8.8798 -1.5799 -4.2027
H 8.7642 -1.0323 -5.8667
H 6.4770 -0.6542 -3.8624
H 6.5831 -1.9802 -5.0312
H 6.4529 -0.2962 -5.5761
H 11.9094 0.3297 -3.7579
H 12.4811 1.9627 -4.1152
H 10.9152 0.1173 -5.9473
H 12.4321 0.9380 -6.2631
H 10.9051 1.8552 -6.2185


(2)
118
Properties=species:S:1:pos:R:3 method="wB97M-V/def2-TZVPD" de_lowest_kcal_mol=84.4 charge=+1 e_tot_ev=-203121.9270 s2=0.759 spin_multiplicity=2 homo_energy_ev="-10.179 / -10.178" gap_ev="7.27 / 3.63"
Cs -1.7673 -3.3744 -0.2747
O -0.9469 -1.1957 1.3615
S -0.5190 0.0129 2.0692
C 0.6860 -0.4792 3.2140
C 0.5142 -1.7197 3.7185
C 1.5203 -2.3063 4.4658
C 2.7386 -1.6830 4.6233
C 2.9451 -0.3809 4.0978
C 1.8906 0.2693 3.3960
P 2.1453 1.7338 2.3319
C 1.2351 3.1226 3.1154
C 0.9380 3.2312 4.4618
C 0.1580 4.2721 4.9186
C -0.1571 5.3048 4.0425
C 0.1235 5.2166 2.7457
C 0.8078 4.1094 2.2523
C 3.8689 2.2123 2.9640
C 4.2008 2.9308 4.1165
C 5.5275 3.2241 4.3964
C 6.5276 2.6755 3.4943
C 6.1702 2.1072 2.3532
C 4.8590 1.8747 2.0457
C -2.0073 0.3605 2.9630
C -2.3122 -0.1544 4.2476
C -3.5177 0.1616 4.8942
C -4.3861 1.0720 4.2250
C -4.1375 1.4729 2.9010
C -2.9515 1.0857 2.2030
P -2.6671 1.6232 0.4799
C -3.6223 0.2821 -0.3467
C -3.6462 0.1880 -1.7581
C -4.3179 -0.7345 -2.4918
C -4.9519 -1.8064 -1.7744
C -5.1480 -1.6801 -0.3970
C -4.4581 -0.6228 0.2871
C -3.4972 3.2028 0.2166
C -3.0507 4.3174 0.9907
C -3.8014 5.4662 1.0040
C -5.0141 5.5572 0.2771
C -5.4536 4.4837 -0.5261
C -4.6844 3.2647 -0.5109
H -0.3585 -2.2919 3.5227
H 1.2100 -3.2096 5.0360
H 3.5511 -2.1562 5.1917
H 3.8882 0.1096 4.2428
H 1.1156 2.4235 5.1507
H -0.3252 4.2359 5.9564
H -0.6042 6.1927 4.4559
H -0.1612 6.0783 2.1144
H 1.0451 4.0367 1.1842
H 3.3402 3.0852 4.8014
H 5.8681 3.6547 5.3091
H 7.5873 2.8176 3.7049
H 6.8372 1.6863 1.5441
H 4.6026 1.2170 1.2803
H -1.5704 -0.6747 4.8218
H -3.6757 -0.1242 5.9366
H -5.1725 1.5111 4.7728
H -4.8145 2.1498 2.4043
H -2.9279 0.9006 -2.2266
H -4.2004 -0.7906 -3.5463
H -5.3774 -2.6814 -2.3314
H -5.5785 -2.5129 0.1870
H -4.5263 -0.5871 1.3826
H -2.1268 4.2931 1.5602
H -3.4454 6.4223 1.4568
H -5.6858 6.4061 0.3060
H -6.3271 4.5895 -1.1935
H -5.1015 2.3905 -0.9923
Cl 0.2639 1.1525 -2.4281
C -0.3456 1.0104 -4.0465
C -0.4154 2.0798 -4.8824
C -0.7521 1.9575 -6.2239
C -0.7667 0.6702 -6.7697
C -0.6688 -0.4508 -5.9695
C -0.4540 -0.2873 -4.5721
P 0.0142 -1.7068 -3.4843
C 1.8890 -1.5613 -3.8085
C 2.4533 -0.5514 -4.5609
C 3.8107 -0.6329 -4.7477
C 4.6011 -1.6330 -4.1433
C 4.0378 -2.5497 -3.2749
C 2.6431 -2.4441 -3.1054
C -0.4816 -3.1940 -4.4913
C 0.4213 -3.8970 -5.2997
C 0.1196 -5.1083 -5.8760
C -1.1354 -5.6778 -5.6814
C -2.1279 -4.9802 -4.9667
C -1.8153 -3.7142 -4.4681
H -0.2532 3.0509 -4.4263
H -0.8304 2.8139 -6.8328
H -0.8509 0.5228 -7.8481
H -0.7347 -1.4732 -6.3441
H 1.8290 0.1772 -5.1153
H 4.4232 0.0616 -5.4286
H 5.6204 -1.7849 -4.3975
H 4.5612 -3.2917 -2.6147
H 2.2195 -3.1412 -2.3706
H 1.4464 -3.5413 -5.4797
H 0.8697 -5.6551 -6.3658
H -1.3937 -6.6846 -6.0616
H -3.1202 -5.3992 -4.9151
H -2.5409 -3.1546 -3.7804
S 3.9189 -2.5324 1.0450
C 4.5682 -1.2905 0.1236
C 3.5596 -0.4510 -0.2877
N 2.3279 -0.8760 0.1686
C 2.3964 -1.9115 0.8808
H 5.6030 -1.1670 -0.1728
H 3.7545 0.4077 -0.8841
H 1.5807 -2.4429 1.3729
F -0.2008 -3.9837 1.8264
As 0.4401 -5.5804 1.3889
F -1.2389 -5.9480 0.8467
F -0.0471 -6.2793 2.8830
F 1.1354 -7.0288 0.9266
F 1.9541 -4.9856 2.0832
F 0.8040 -4.7826 -0.2467


(3)
104
Properties=species:S:1:pos:R:3 method="wB97M-V/def2-TZVPD" de_lowest_kcal_mol=0.0 charge=0 e_tot_ev=-257679.0649 spin_multiplicity=1 homo_energy_ev=-7.962 gap_ev=7.11
Sn -0.4979 0.3993 -0.9639
C -1.6216 -2.1360 2.5829
C -0.9116 -1.5655 1.4023
N -1.1694 -0.3800 0.9920
N -2.0311 0.3860 1.7262
C -3.1431 0.6368 1.0835
N -4.0266 1.4549 1.7222
S -3.5683 -0.0274 -0.4480
C 0.0198 -2.3771 0.5897
C 0.3107 -3.6951 0.9010
C 1.1437 -4.4175 0.0596
C 1.6448 -3.8059 -1.0714
C 1.2973 -2.4875 -1.3187
N 0.5168 -1.7869 -0.5035
H -2.5835 -2.5342 2.2459
H -1.0562 -2.9248 3.0665
H -1.8232 -1.3426 3.2983
H -3.6515 2.0471 2.4460
H -4.7736 1.8260 1.1631
H -0.1179 -4.1557 1.7774
H 1.3850 -5.4480 0.2843
H 2.2878 -4.3288 -1.7644
H 1.6566 -1.9785 -2.2008
Cl 1.2860 2.6732 2.3499
C 2.8855 2.3453 2.9376
C 3.6178 3.4116 3.4434
C 4.8949 3.1948 3.9280
C 5.4377 1.9168 3.9069
C 4.6965 0.8633 3.4013
C 3.4050 1.0521 2.9065
P 2.3906 -0.3319 2.2398
C 3.7040 -1.5339 1.7834
C 4.0588 -1.5249 0.4331
C 5.0474 -2.3691 -0.0511
C 5.6868 -3.2519 0.8073
C 5.3468 -3.2686 2.1528
C 4.3694 -2.4112 2.6389
C 1.7113 -1.0062 3.8085
C 1.4627 -2.3705 3.9643
C 0.8513 -2.8601 5.1099
C 0.4476 -1.9898 6.1110
C 0.6657 -0.6280 5.9574
C 1.2935 -0.1414 4.8208
H 3.1781 4.3993 3.4471
H 5.4670 4.0261 4.3187
H 6.4374 1.7421 4.2821
H 5.1297 -0.1279 3.3805
H 3.5577 -0.8437 -0.2436
H 5.3149 -2.3380 -1.0999
H 6.4531 -3.9182 0.4321
H 5.8525 -3.9435 2.8319
H 4.1373 -2.4195 3.6960
H 1.7610 -3.0638 3.1876
H 0.6877 -3.9257 5.2184
H -0.0327 -2.3688 7.0037
H 0.3493 0.0625 6.7286
H 1.4573 0.9244 4.7236
Br -5.3219 7.5557 -1.0459
C -3.9376 6.2740 -0.8581
C -2.6397 6.7086 -0.6448
C -1.6326 5.7655 -0.5156
C -1.9267 4.4099 -0.5865
C -3.2352 3.9915 -0.8022
C -4.2484 4.9260 -0.9443
C -0.8057 3.4178 -0.4892
O 0.3558 3.7601 -0.5822
O -1.2218 2.1854 -0.3062
H -2.4218 7.7657 -0.5873
H -0.6060 6.0718 -0.3620
H -3.4504 2.9316 -0.8774
H -5.2667 4.6134 -1.1303
Cl -1.1675 3.3727 -3.7767
C 0.2109 4.4759 -3.5756
Cl -0.1809 6.1137 -4.1200
H 1.0276 4.0988 -4.1783
H 0.4701 4.5040 -2.5239
Ge -1.2488 -0.5815 -3.2797
C -2.8422 0.1264 -4.1296
C -4.1188 -0.2160 -3.6878
C -5.2411 0.2500 -4.3554
C -5.0994 1.0537 -5.4783
C -3.8334 1.3820 -5.9395
C -2.7101 0.9164 -5.2701
C -1.4112 -2.5131 -3.0410
C -0.7858 -3.3701 -3.9453
C -0.8954 -4.7478 -3.8096
C -1.6333 -5.2844 -2.7644
C -2.2665 -4.4406 -1.8613
C -2.1584 -3.0633 -1.9988
H -0.0486 -0.3374 -4.2186
H -4.2476 -0.8497 -2.8194
H -6.2274 -0.0144 -3.9963
H -5.9765 1.4200 -5.9965
H -3.7171 2.0028 -6.8185
H -1.7261 1.1793 -5.6378
H -0.2039 -2.9611 -4.7642
H -0.4071 -5.4014 -4.5218
H -1.7224 -6.3583 -2.6585
H -2.8517 -4.8560 -1.0497
H -2.6590 -2.4110 -1.2878
F 2.3922 1.6502 -0.5265
C 1.5823 1.1038 -1.4307
F 1.4606 1.9830 -2.4564
F 2.2989 0.0627 -1.9768


Question: What is the charge in the third record?
Answer: 0